Record 1
Formula: C20H14Cl2N5O6SV
Source: the OMol25 dataset
Level of theory: wB97M-V/def2-TZVPD

Each line ends with the Mulliken spin population.
Geometry (Å):
V (-0.0441, 0.2364, 0.4990)  2.0582
N (6.7898, 2.2278, -3.0463)  0.0002
C (5.7732, 1.4346, -2.5606)  0.0005
C (6.0582, 0.3177, -1.7681)  -0.0004
C (5.0365, -0.4514, -1.2483)  0.0014
C (3.7167, -0.1150, -1.5159)  0.0040
C (3.4160, 0.9907, -2.3039)  -0.0005
C (4.4355, 1.7595, -2.8215)  0.0000
S (2.4240, -1.0602, -0.8241)  -0.0071
O (2.9341, -2.3372, -0.4244)  -0.0008
O (1.2679, -0.9708, -1.6954)  0.0095
N (1.8813, -0.2109, 0.4480)  -0.0609
C (2.0659, -0.2623, 1.7946)  0.0454
N (0.8891, 0.1170, 2.3554)  -0.0511
C (0.8409, 0.2555, 3.6719)  0.0138
C (1.9581, -0.0188, 4.4372)  -0.0044
C (3.0956, -0.4485, 3.7650)  0.0129
N (3.1710, -0.5770, 2.4414)  -0.0080
H (7.7110, 1.8271, -3.0800)  0.0000
H (6.5719, 2.8351, -3.8170)  0.0000
H (7.0887, 0.0552, -1.5629)  0.0000
H (5.2552, -1.3171, -0.6380)  0.0001
H (2.3831, 1.2335, -2.5194)  0.0007
H (4.2027, 2.6185, -3.4388)  0.0000
H (-0.1006, 0.5747, 4.0999)  -0.0017
H (1.9465, 0.0885, 5.5104)  0.0000
H (3.9934, -0.6995, 4.3184)  0.0006
O (-1.2373, 2.1945, -1.6379)  -0.0009
C (-0.6254, 2.7920, -0.7879)  -0.0039
N (0.0880, 2.1876, 0.2553)  -0.0309
C (0.7720, 3.1527, 0.9901)  0.0136
O (1.5387, 2.9365, 1.9004)  -0.0029
C (0.4436, 4.4827, 0.3885)  0.0021
C (0.8622, 5.7522, 0.7366)  0.0003
C (0.3569, 6.8102, -0.0101)  -0.0002
C (-0.5280, 6.5935, -1.0661)  -0.0002
C (-0.9346, 5.3105, -1.4139)  0.0000
C (-0.4281, 4.2682, -0.6624)  0.0031
H (1.5470, 5.9092, 1.5589)  0.0000
H (0.6518, 7.8236, 0.2294)  0.0001
H (-0.8994, 7.4431, -1.6242)  0.0001
H (-1.6128, 5.1254, -2.2357)  -0.0001
Cl (-2.2403, -2.1031, 2.9246)  0.0006
C (-2.1632, -2.2775, 1.1687)  -0.0012
Cl (-0.4716, -2.4911, 0.6241)  0.0019
C (-2.7378, -1.0372, 0.4629)  0.0011
O (-3.8280, -1.1016, -0.0381)  0.0138
O (-1.9463, -0.0094, 0.4915)  -0.0085
H (-2.7056, -3.1720, 0.8892)  -0.0004

Properties
E_tot (eV): -102273.6494
Spin multiplicity: 3

Record 2
Formula: C20H14F6MgN6O7
Source: the OMol25 dataset
Level of theory: wB97M-V/def2-TZVPD

Each line ends with the natural charge from an NBO analysis.
Geometry (Å):
Mg (-0.0797, 0.9013, -0.3637)  1.7631
O (-0.0834, -6.8673, 1.8578)  -0.6964
C (0.4191, -6.1258, 0.8279)  0.7867
O (1.1708, -6.6447, 0.0474)  -0.5943
C (-0.0208, -4.7037, 0.8266)  -0.1865
C (-1.3288, -4.3546, 1.2929)  -0.3780
C (-1.7628, -3.0691, 1.0771)  -0.1842
C (-0.9166, -2.0779, 0.5615)  0.0551
C (0.5424, -2.3194, 0.5805)  -0.0087
C (0.8422, -3.7603, 0.3780)  -0.1980
N (-1.3600, -0.8904, 0.0352)  -0.4962
C (-2.6035, -0.5593, -0.0922)  -0.0200
C (-2.9818, 0.6502, -0.8063)  0.1706
C (-4.3183, 0.9725, -1.0452)  -0.2595
C (-4.6019, 2.0729, -1.8352)  -0.1663
C (-3.5635, 2.8053, -2.3918)  -0.2885
C (-2.2541, 2.4364, -2.1022)  0.0757
N (-1.9925, 1.4067, -1.2997)  -0.5553
H (-0.5775, -6.2674, 2.4331)  0.4867
H (-2.0299, -5.1133, 1.6198)  0.1910
H (-2.8036, -2.8366, 1.2702)  0.1903
H (1.0715, -1.6720, -0.1210)  0.2206
H (1.7986, -4.0592, -0.0327)  0.2152
H (-3.4203, -1.1999, 0.2337)  0.1562
H (-5.1060, 0.3593, -0.6264)  0.2051
H (-5.6323, 2.3484, -2.0294)  0.1987
H (-3.7525, 3.6481, -3.0419)  0.2119
H (-1.3762, 2.9238, -2.5443)  0.2955
N (-1.0575, 4.8774, 4.5969)  -0.5379
C (-1.3866, 3.9510, 3.9784)  0.4543
N (-1.8848, 2.9006, 3.3508)  -0.7174
C (-1.2730, 2.3957, 2.3261)  0.5857
N (-0.8533, 1.8788, 1.3718)  -0.7296
C (3.9946, 1.0450, -1.0421)  -0.6447
C (2.6825, 1.6147, -0.4914)  0.1377
O (1.8586, 0.6599, -0.0019)  -0.9830
C (3.0437, 2.6331, 0.6461)  0.9489
F (2.0138, 2.8877, 1.4478)  -0.3042
F (4.0344, 2.1355, 1.4179)  -0.3356
F (3.4982, 3.8272, 0.1865)  -0.3448
C (1.9302, 2.4215, -1.6086)  0.7552
F (0.2722, 3.0112, -3.4910)  -0.8396
F (0.8120, 2.9249, -1.0244)  -0.3299
F (2.6204, 3.3723, -2.2013)  -0.2842
H (4.4568, 0.4586, -0.2511)  0.2282
H (4.6863, 1.8245, -1.3669)  0.2095
H (3.7730, 0.3919, -1.8832)  0.2266
O (2.9821, -1.4970, 3.0173)  -0.6172
C (2.3681, -1.6269, 1.9892)  0.6644
O (1.0800, -1.9357, 1.9435)  -0.5311
H (2.8304, -1.4925, 0.9991)  0.1007
O (2.2453, 1.2153, -3.5697)  -0.3569
N (1.4609, 1.4346, -2.6840)  0.5586
O (0.5332, 0.6864, -2.3658)  -0.5045

Properties
E_tot (eV): -65992.6000
Total charge: -2

Record 3
Formula: C20H14FMgN6O2
Source: the OMol25 dataset
Level of theory: wB97M-V/def2-TZVPD

Each line ends with the natural charge from an NBO analysis.
Geometry (Å):
Mg (-0.7849, -0.3568, 0.6828)  1.7025
O (-1.2677, 2.1968, -0.1015)  -0.6222
C (-0.1002, 2.2907, 0.2417)  0.6487
N (0.6571, 1.2180, 0.6427)  -0.8310
C (1.9209, 1.6536, 0.9645)  0.6435
O (2.8637, 0.9818, 1.3333)  -0.6027
C (1.9671, 3.1517, 0.7642)  -0.0510
C (2.9841, 4.0636, 0.9550)  -0.2122
C (2.7015, 5.3993, 0.6794)  -0.2112
C (1.4425, 5.7921, 0.2290)  -0.2173
C (0.4242, 4.8608, 0.0388)  -0.1706
C (0.7200, 3.5427, 0.3167)  -0.1548
H (3.9572, 3.7459, 1.3064)  0.2250
H (3.4710, 6.1489, 0.8180)  0.2055
H (1.2547, 6.8391, 0.0259)  0.2063
H (-0.5581, 5.1521, -0.3088)  0.2257
C (1.2140, -1.6607, -1.8100)  -0.6697
C (-0.1891, -1.3276, -2.1758)  0.3983
N (-1.0792, -0.7442, -1.4043)  -0.5985
C (-2.2443, -0.6501, -2.1356)  -0.0632
C (-2.0521, -1.1841, -3.3657)  -0.1113
N (-0.7374, -1.6116, -3.3786)  -0.5204
H (1.6070, -0.9174, -1.1183)  0.2631
H (1.8461, -1.6879, -2.6988)  0.2085
H (1.2593, -2.6250, -1.3012)  0.2571
H (-3.1308, -0.2008, -1.7228)  0.2387
H (-2.7058, -1.2956, -4.2111)  0.2174
H (-0.2602, -2.0581, -4.1402)  0.4129
N (-6.6625, 0.0158, -0.7824)  -0.5143
C (-5.9419, 0.0556, 0.1258)  0.4452
N (-5.1984, 0.1176, 1.2135)  -0.7011
C (-3.9310, -0.0730, 1.1364)  0.6037
N (-2.7774, -0.2408, 1.1541)  -0.7689
F (1.8903, -5.9060, 2.0503)  -0.3574
C (1.3158, -4.6860, 1.8244)  0.3661
C (2.0991, -3.5539, 1.8954)  -0.3252
C (1.4963, -2.3199, 1.6558)  -0.2265
C (0.1343, -2.1682, 1.3457)  -0.6101
C (-0.5912, -3.3698, 1.3049)  -0.2352
C (-0.0296, -4.6258, 1.5345)  -0.3240
H (3.1523, -3.6431, 2.1337)  0.2099
H (2.1322, -1.4385, 1.7083)  0.2180
H (-1.6559, -3.3438, 1.0799)  0.1932
H (-0.6128, -5.5378, 1.4939)  0.2092

Properties
E_tot (eV): -42170.7108
Total charge: -1

no.,F_max (eV Å⁻¹)
1,0.85
2,0.71
3,0.22